No. 1
Computed, not measured: one molecule with the formula C3H2O3S, with ωB97M-V/def2-TZVPD.

Molecular weight (g/mol): 118.1
Total charge: 0
Kohn-Sham gap (spin up / spin down) (eV): 7.48 / 7.73
Relative energy (zero: lowest compared OMol25 entry of this formula, charge and spin) (kJ/mol): 390.99
Highest occupied orbital energy (spin up / spin down) (eV): -8.46 / -8.59

Structure (XYZ):
```
9
Properties=species:S:1:pos:R:3:forces:R:3
C -0.81589 -0.17547 0.78394 0.22 -0.22 -0.49
C 1.63879 -0.96659 1.44252 3.46 0.26 -1.39
C -0.45572 0.59638 -1.51396 -1.91 2.83 1.22
O -0.73896 -0.34226 -0.60954 0.42 -1.75 0.64
O -0.38098 0.41660 -2.68219 0.58 -0.48 -0.12
O 2.50116 -0.67389 0.71765 -1.83 -0.20 1.17
S -0.03975 -1.31148 1.74555 -2.03 0.77 -0.30
H -1.07281 0.81665 1.15147 0.16 -0.17 -0.10
H -0.63584 1.64007 -1.03544 0.92 -1.04 -0.63
```
Positions in Å, forces in eV/Å.

=====

No. 2
Computed, not measured: a 3-piece molecular cluster, C3H12NO2 overall, with ωB97M-V/def2-TZVPD.

Molecular weight (g/mol): 94.1
Total charge: +1
Kohn-Sham gap (eV): 10.84
Relative energy (zero: lowest compared OMol25 entry of this formula, charge and spin) (kJ/mol): 189.29
Highest occupied orbital energy (eV): -14.12

Structure (XYZ):
```
18
Properties=species:S:1:pos:R:3:forces:R:3
C 1.63009 -0.83412 0.04963 2.10 -1.84 -0.83
C 1.12562 0.38574 -0.62278 -0.62 1.03 -1.37
C 1.65033 1.13145 -1.58909 0.16 -0.13 -0.94
N -0.27256 0.72103 -0.20309 -3.36 -0.37 -0.71
H 2.70717 -1.07462 -0.25080 -1.54 0.43 -0.32
H 1.84164 -0.60141 1.05634 -0.38 0.15 1.62
H 1.08704 -1.84177 -0.01472 0.24 1.76 -0.13
H 1.20983 1.96438 -2.13166 -0.82 0.12 0.87
H 2.54263 0.94976 -2.17573 0.49 -0.75 0.88
H -0.87457 -0.12853 -0.61052 0.90 2.24 1.04
H -0.80357 1.66473 -0.58790 2.26 -2.95 1.07
H -0.42861 0.62398 0.88571 0.55 0.41 -1.42
H -3.56227 -1.17931 -0.36222 -0.20 0.74 0.36
H -2.65576 -1.96840 -1.06898 0.73 -4.69 -2.52
O -2.65988 -1.16393 -0.69379 -0.33 3.99 2.15
H -0.63626 -0.73954 2.42126 1.36 2.11 0.05
H -1.08029 0.54430 2.95976 -0.76 1.16 0.89
O -0.32453 0.24403 2.47811 -0.78 -3.40 -0.71
```
Positions in Å, forces in eV/Å.

=====

No. 3
Computed, not measured: C21H26CoN3O7Si as an isolated structure, with ωB97M-V/def2-TZVPD.

Molecular weight (g/mol): 519.5
Total charge: -2
Kohn-Sham gap (spin up / spin down) (eV): 5.74 / 6.85
Spin multiplicity: 5
Expectation value of S²: 6.010
Relative energy (zero: lowest compared OMol25 entry of this formula, charge and spin) (kJ/mol): 7.71
Highest occupied orbital energy (spin up / spin down) (eV): -1.10 / -2.22

Structure (XYZ):
```
59
Properties=species:S:1:pos:R:3:forces:R:3
Co -0.03245 0.28263 0.73875 0.11 0.19 -0.01
O 3.15441 2.39518 2.31464 0.01 -0.04 -0.06
C 2.22995 2.05843 1.57188 -0.10 0.14 0.07
O 1.50957 1.02101 1.73980 0.03 -0.02 -0.03
C 1.92862 2.98420 0.37779 -0.03 -0.11 -0.01
C 2.71252 4.10851 0.29667 0.00 0.00 -0.05
C 2.59518 5.03348 -0.74698 0.04 0.05 0.07
C 1.66774 4.83006 -1.75548 0.00 0.05 -0.06
C 0.85319 3.73658 -1.67441 -0.11 0.01 -0.04
C 0.91611 2.73167 -0.63445 0.06 0.04 -0.02
O 0.16336 1.72868 -0.70480 0.10 -0.02 0.07
N -0.13563 3.59804 -2.74262 -0.05 -0.24 -0.02
O 0.23447 3.82602 -3.89257 -0.07 0.07 0.13
O -1.26927 3.27485 -2.45012 0.15 0.14 -0.08
N 3.42994 6.20148 -0.78830 0.09 -0.01 -0.06
O 3.28623 6.99697 -1.71890 0.02 -0.10 0.17
O 4.26328 6.36453 0.09674 -0.13 0.02 -0.12
H 3.45022 4.25111 1.07271 0.00 0.00 0.01
H 1.57809 5.51938 -2.58146 0.01 0.00 0.01
C -4.32300 0.93621 1.29721 -0.01 0.00 -0.04
C -3.16903 -0.02871 0.99528 0.11 0.02 0.05
C -3.51007 -1.40198 1.60304 -0.04 0.03 -0.01
C -3.04912 -0.19416 -0.52611 -0.05 -0.12 0.05
C -1.85642 0.48293 1.56205 -0.22 0.06 -0.03
H -5.27123 0.57487 0.87761 0.02 0.00 0.00
H -4.11228 1.91984 0.87039 -0.01 0.01 0.02
H -4.45076 1.04967 2.37745 0.01 0.02 0.01
H -4.45379 -1.78770 1.19170 0.02 0.01 0.01
H -3.61263 -1.33156 2.68940 0.01 0.01 0.00
H -2.71973 -2.12068 1.38744 0.01 -0.04 0.01
H -3.98491 -0.57922 -0.95255 0.01 0.03 -0.03
H -2.24870 -0.90134 -0.76056 0.01 0.02 -0.01
H -2.80485 0.75794 -0.99990 0.01 0.03 -0.02
H -2.02415 1.10870 2.44942 -0.03 -0.08 0.03
C 2.26316 -0.35024 -1.86443 0.08 -0.02 -0.02
Si 1.42089 -1.91515 -1.28093 -0.06 0.04 -0.04
C 2.74912 -3.15179 -0.75928 0.04 0.01 -0.03
C 0.59753 -2.67804 -2.81168 0.00 0.02 -0.01
N 0.38067 -1.56048 0.02328 0.01 -0.33 0.11
C -0.02694 -2.56326 0.88345 0.04 0.10 -0.13
C -0.53138 -3.80442 0.44103 -0.01 0.05 0.02
C -0.96220 -4.77746 1.32952 0.00 0.02 0.03
C -0.91836 -4.55759 2.70066 -0.01 -0.05 -0.01
C -0.42256 -3.34108 3.16050 0.04 0.07 -0.01
C 0.02022 -2.36964 2.28050 -0.04 -0.09 0.02
H 3.00489 -0.58155 -2.63619 -0.01 0.00 0.01
H 2.77457 0.14080 -1.03286 0.00 0.02 0.00
H 1.54517 0.35963 -2.27611 -0.02 0.00 -0.01
H 3.41797 -3.39377 -1.59124 0.00 0.01 0.00
H 2.29977 -4.08208 -0.40292 0.01 0.01 0.03
H 3.34674 -2.72908 0.05230 0.00 -0.03 0.01
H 1.28958 -2.69378 -3.66040 0.01 0.02 0.02
H -0.27930 -2.09290 -3.10066 -0.01 -0.01 0.00
H 0.27724 -3.70677 -2.62933 -0.03 0.00 -0.01
H -0.61708 -3.97134 -0.62570 0.00 -0.03 -0.01
H -1.35388 -5.71390 0.94459 0.00 0.00 -0.01
H -1.26620 -5.31364 3.39493 0.00 0.01 0.00
H -0.37668 -3.14560 4.22670 0.00 0.00 0.00
H 0.42223 -1.43451 2.65351 0.00 0.01 0.03
```
Positions in Å, forces in eV/Å.

=====

No. 4
Computed, not measured: C50H39Br2FeN3O3STe as an isolated structure, with ωB97M-V/def2-TZVPD.

Molecular weight (g/mol): 1105.2
Total charge: 0
Kohn-Sham gap (spin up / spin down) (eV): 7.28 / 7.18
Spin multiplicity: 5
Expectation value of S²: 6.013
Relative energy (zero: lowest compared OMol25 entry of this formula, charge and spin) (kJ/mol): 0.00
Highest occupied orbital energy (spin up / spin down) (eV): -7.38 / -7.40

Structure (XYZ):
```
100
Properties=species:S:1:pos:R:3:forces:R:3
Fe 0.43484 0.54675 -0.56183 0.21 -0.55 0.14
Br 1.46536 5.45034 0.55253 -0.10 -0.19 0.44
C 2.57308 4.18595 -0.33501 -2.00 0.42 0.67
C 3.64110 4.73274 -0.99088 1.05 0.06 -0.55
C 4.29616 3.96085 -1.87871 1.15 -1.23 -0.82
Br 5.97210 4.55794 -2.57550 -0.17 0.15 -0.13
C 3.91615 2.59720 -2.14283 0.72 1.18 -0.43
C 4.57000 1.72200 -3.02887 0.48 -1.20 -0.31
C 4.06416 0.41631 -3.14041 2.53 1.82 -0.37
C 2.95490 0.04853 -2.40696 -0.63 -0.87 -1.25
N 2.29435 0.85973 -1.63570 0.36 0.67 0.37
C 2.81163 2.11119 -1.45739 -0.27 -0.77 -0.05
C 2.09478 2.89700 -0.52186 -0.08 0.43 0.32
O 1.08275 2.36372 0.04239 -0.61 0.30 0.56
H 4.00161 5.72720 -0.78705 -0.17 0.17 0.08
H 5.52021 2.01442 -3.56503 -1.38 -0.26 0.64
H 4.67653 -0.26466 -3.74106 -0.77 -0.06 0.17
H 2.49740 -0.90087 -2.62801 -0.10 -0.35 0.44
C -6.14218 1.00729 2.06144 -2.10 0.61 0.65
C -4.87564 0.83738 1.33684 1.07 -0.06 -1.04
C -4.82427 0.91096 -0.08270 0.26 -0.41 -0.32
C -3.63493 0.67438 -0.76790 -0.55 1.79 0.56
C -3.47470 0.90958 -2.23801 -1.33 -1.26 -0.95
O -4.16202 0.25611 -3.01913 0.43 0.33 0.47
C -2.58964 1.97830 -2.77340 -0.08 -0.29 0.36
C -2.32783 2.02692 -4.13947 -0.72 -0.72 -1.15
C -1.69613 3.11500 -4.67712 0.83 1.43 2.41
C -1.19556 4.09295 -3.73869 -0.42 -0.33 -3.27
C -1.31721 3.98723 -2.41871 -0.99 -1.13 1.40
C -2.08028 2.93996 -1.94320 0.58 -0.64 1.04
C -2.43681 0.53610 -0.07342 2.35 -2.03 -0.02
O -1.39797 0.13675 -0.82899 -1.21 0.83 0.48
C -2.37387 0.54321 1.33997 -1.97 0.09 -0.25
C -3.67532 0.65799 1.98163 2.33 -0.12 -0.10
C -1.13884 0.28132 2.10990 0.11 -0.70 0.36
N 0.02169 0.16234 1.56361 -0.75 0.40 0.10
C 1.20176 -0.09171 2.37988 -0.97 -2.37 0.76
C 2.08242 -1.03653 1.55131 1.10 0.54 2.42
Te 4.04634 -1.26551 2.56112 -1.15 -0.56 0.00
C 4.74202 0.47225 1.68674 0.77 0.94 -0.14
C 4.48281 1.75497 2.24754 0.36 -1.22 -1.11
C 5.09609 2.85252 1.66618 -0.68 -1.11 0.03
C 5.91618 2.68961 0.59224 0.62 -0.35 -1.84
C 6.15684 1.45244 -0.02965 -0.71 0.10 2.28
C 5.59950 0.31552 0.56799 -0.22 0.89 0.18
C -1.30988 0.08663 3.61093 -0.33 1.43 -1.05
C -1.23736 -1.09577 4.26612 0.92 -1.46 -0.34
C -1.52970 -1.23704 5.61221 0.49 -1.20 -1.49
C -1.94659 -0.17862 6.32833 0.47 1.50 1.07
C -1.88223 1.08860 5.73048 -1.15 -1.02 0.34
C -1.60681 1.18898 4.37025 -0.53 0.93 1.50
H -6.97502 0.44308 1.59185 0.42 0.46 0.07
H -6.44983 2.06927 2.15511 0.08 -0.34 -0.63
H -6.19385 0.73671 3.11636 0.73 -0.54 0.00
H -5.70627 1.12586 -0.69685 0.12 -0.13 0.43
H -2.69342 1.20576 -4.77695 0.09 0.51 0.40
H -1.54193 3.31422 -5.71021 0.02 -0.26 -0.68
H -0.78269 4.98997 -4.11350 0.75 0.71 -0.65
H -0.91305 4.64128 -1.69770 0.56 0.96 0.39
H -2.11727 2.78463 -0.87459 -0.43 0.23 0.13
H -3.58714 0.59697 3.05231 -0.67 0.02 0.31
H 0.94524 -0.53566 3.42653 0.61 0.62 -1.93
H 1.68610 0.81911 2.57331 0.78 1.40 0.06
H 2.39002 -0.63537 0.62452 0.14 0.52 -1.07
H 1.63436 -1.98757 1.41918 -0.42 -0.91 -0.11
H 3.76196 1.89711 3.03401 0.01 -0.18 0.30
H 4.81452 3.82573 1.93496 -0.16 1.23 0.70
H 6.28047 3.56737 0.08757 0.34 0.23 0.08
H 6.82992 1.39192 -0.84179 0.44 -0.11 -0.86
H 5.82647 -0.67047 0.16900 -0.19 0.11 0.14
H -0.77425 -1.89916 3.71219 -0.43 -0.54 0.03
H -1.37862 -2.21090 6.01080 -0.12 -0.59 0.59
H -2.14272 -0.30416 7.39049 -0.22 0.22 -0.18
H -2.27786 1.88298 6.35031 0.44 0.52 -0.38
H -1.69388 2.15743 3.94871 0.08 0.76 -0.63
N 0.68417 -1.74923 -1.51227 -1.70 0.11 -0.75
S -0.72680 -2.49325 -1.88024 0.80 0.53 1.78
C -1.63187 -3.00687 -0.31952 0.04 0.77 -0.82
C -1.05666 -3.50692 0.84369 1.76 -0.49 -0.94
C -1.82577 -3.83635 1.95540 -0.28 0.15 -0.56
C -3.20003 -3.62849 1.85913 0.33 0.42 0.04
C -3.73553 -3.03561 0.71433 0.37 -0.71 1.88
C -2.98877 -2.71862 -0.37036 -0.04 0.78 -1.66
C -0.32814 -4.14322 -2.46187 -2.85 0.69 1.47
C 0.70677 -4.33216 -3.28166 0.66 -1.18 -0.74
C 0.91973 -5.60558 -3.81000 -0.29 0.32 0.52
C 0.08398 -6.64494 -3.48112 0.16 -0.84 -0.46
C -1.06105 -6.36128 -2.74410 0.26 -0.97 0.57
C -1.29852 -5.13232 -2.21597 1.55 0.54 -1.45
H 1.23383 -2.41807 -1.01724 0.75 -0.60 0.58
H 0.04987 -3.72960 0.80654 -1.25 0.35 0.30
H -1.33168 -4.21448 2.83861 -0.16 -0.13 0.08
H -3.90217 -3.79503 2.67127 0.39 -0.18 0.10
H -4.72874 -2.75656 0.85729 -1.72 0.42 -0.57
H -3.48108 -2.20907 -1.24465 0.79 -0.56 0.87
H 1.28680 -3.49728 -3.54017 1.05 0.84 -0.31
H 1.74276 -5.74570 -4.44729 0.96 -0.31 -0.73
H 0.30614 -7.67095 -3.84627 -0.32 0.88 0.31
H -1.74828 -7.11164 -2.42131 -0.37 -0.73 -0.42
H -2.26719 -4.93933 -1.86998 -0.90 0.44 1.16
```
Positions in Å, forces in eV/Å.